# C40H115N17O13

A cluster of 13 separate species, C40H115N17O13 in total (ωB97M-V/def2-TZVPD, the OMol25 dataset).

```
185
Properties=species:S:1:pos:R:3:forces:R:3:lowdin_charge:R:1
C 10.73922 11.73588 20.63636 -1.42 1.00 1.80 -0.634
O 11.57322 11.90596 19.78087 0.65 -0.15 0.04 0.020
N 9.68025 10.79630 20.50478 0.83 1.26 0.52 0.134
N 10.62759 12.48905 21.83186 0.45 -0.29 -0.69 0.123
H 8.86688 11.09677 21.03812 0.16 -0.35 -0.14 0.082
H 9.48008 10.84668 19.52926 -0.50 -0.62 -1.07 0.044
H 11.40113 13.11122 22.16839 -1.18 -1.05 -0.67 0.089
H 9.68546 12.50670 22.23659 1.18 0.22 0.05 0.087
C 16.09051 16.48698 11.05378 -0.24 -0.24 2.10 -0.645
O 15.42946 17.41784 11.54599 0.57 -0.28 -0.87 -0.022
N 17.13461 15.92483 11.74189 0.64 -0.81 -0.82 0.166
N 15.66013 15.86392 9.91254 -0.86 0.56 -0.38 0.160
H 17.66416 16.40512 12.45451 -0.90 0.69 0.15 0.070
H 17.60288 15.05627 11.45626 -0.59 0.58 -0.68 0.038
H 14.74341 16.21938 9.61342 0.99 -0.56 0.07 0.067
H 16.05312 15.04434 9.47293 0.12 0.25 0.37 0.091
C 15.07666 10.43120 14.15779 -2.83 -2.13 1.10 -0.678
O 15.78472 11.37875 14.27148 2.73 2.05 0.08 0.010
N 14.04670 10.43298 13.26244 -0.19 -1.55 0.19 0.177
N 15.05377 9.38232 15.13351 0.16 1.15 -1.43 0.150
H 13.80708 11.24826 12.69434 0.40 0.15 0.02 0.043
H 13.48387 9.59426 13.16741 0.16 0.25 0.02 0.070
H 14.37386 8.65070 14.96978 0.20 -0.37 -0.10 0.024
H 15.95694 9.13862 15.51531 -0.23 0.05 -0.06 0.089
C 9.06508 12.41570 16.96989 0.78 -1.31 -0.52 -0.675
O 8.17026 12.37475 16.16550 -1.25 -0.28 -1.00 0.028
N 9.87550 11.27286 17.19268 -0.75 1.23 0.51 0.149
N 9.30120 13.50497 17.70033 0.05 0.50 1.00 0.190
H 10.82998 11.46959 17.44802 0.31 -0.24 0.00 0.068
H 9.70716 10.58526 16.48063 0.22 0.00 -0.12 0.062
H 10.16067 13.64886 18.13963 1.63 -0.51 0.93 0.048
H 8.98546 14.40789 17.41831 -0.84 0.48 -0.71 0.050
C 9.05394 15.77516 14.47944 -1.83 -0.56 0.77 -0.068
C 10.06256 16.04465 15.55691 1.73 -1.65 -2.77 -0.457
C 11.07233 17.16038 15.11940 -0.80 -0.14 0.19 -0.202
O 11.52702 17.10366 13.78204 -0.57 -0.60 -0.40 -0.197
C 12.86283 17.54635 13.57778 0.31 0.60 1.69 -0.092
N 9.41764 16.31986 16.80322 0.65 0.83 0.53 0.048
H 8.40499 16.64781 14.38250 0.08 0.25 -0.45 0.084
H 8.33120 14.94228 14.70465 0.89 0.50 0.18 0.096
H 9.53416 15.51683 13.56986 0.34 0.17 -0.95 0.038
H 10.75878 15.12934 15.53463 -1.13 0.77 0.87 0.153
H 11.88025 16.98191 15.80642 0.78 0.53 0.38 0.098
H 10.57269 18.11925 15.31050 0.25 0.25 0.02 0.129
H 13.53398 16.87282 14.16025 -0.13 0.56 -0.32 0.073
H 12.96094 18.60176 13.98761 0.13 -1.03 -0.53 0.105
H 13.17210 17.53022 12.53198 -0.43 -0.08 0.06 0.061
H 10.11485 16.87939 17.30322 -0.41 -0.13 0.60 0.060
H 8.64068 16.95691 16.61605 0.12 -0.17 0.08 0.098
C 18.72844 12.80329 12.76201 -0.06 0.41 1.09 -0.058
C 18.48856 12.47314 11.31401 1.24 -0.23 -0.19 -0.427
C 17.18692 11.83370 10.97157 -2.00 -0.08 2.29 -0.277
O 17.20348 11.36636 9.69065 -0.17 -1.47 -2.22 -0.205
C 16.16662 10.39878 9.32457 0.40 1.19 0.35 -0.054
N 18.59329 13.71470 10.52246 1.40 0.40 -0.49 0.023
H 19.71715 13.26711 12.80967 0.02 0.01 0.19 0.077
H 18.70660 11.99003 13.50138 0.05 -0.21 -0.68 0.088
H 18.01953 13.51881 13.18436 -0.15 0.18 -0.32 0.059
H 19.28623 11.75923 11.03591 -0.24 0.08 -0.12 0.144
H 16.36164 12.56108 11.14076 0.24 0.14 -0.25 0.124
H 16.89467 11.05041 11.70702 0.60 0.02 -0.26 0.126
H 16.41592 10.04922 8.28698 -0.35 0.45 1.03 0.092
H 15.18583 10.98620 9.35007 0.96 -1.29 -0.03 0.098
H 16.20886 9.52100 10.03193 -0.35 0.94 -0.60 0.097
H 19.53121 14.18064 10.55734 -0.95 -0.69 0.65 0.111
H 18.58857 13.45285 9.54862 -0.54 -0.19 -0.43 0.075
C 11.58700 13.41720 13.02604 -0.87 0.92 1.29 -0.065
C 12.08024 13.26403 11.64629 -0.07 -1.31 -1.93 -0.416
C 11.95658 14.53922 10.79189 0.19 0.71 0.94 -0.203
O 12.45118 14.27767 9.52757 0.09 -0.57 -1.08 -0.190
C 12.46205 15.36514 8.65472 0.18 2.22 1.75 -0.119
N 13.49168 12.78837 11.68941 0.14 1.71 -0.31 0.049
H 12.18012 14.24738 13.46395 -0.31 -0.52 0.34 0.086
H 11.68835 12.48667 13.59884 0.27 0.33 0.00 0.071
H 10.51573 13.72074 13.11090 0.78 -0.23 -0.32 0.087
H 11.55714 12.40730 11.13136 0.08 0.98 0.25 0.147
H 12.58896 15.35605 11.20990 -0.25 -0.32 0.36 0.129
H 10.95010 14.96691 10.70321 -0.23 -0.36 0.32 0.137
H 12.96500 15.02092 7.79733 0.41 0.02 -1.27 0.080
H 12.94880 16.30360 9.09489 0.35 -1.28 -0.24 0.094
H 11.52194 15.89202 8.46951 -0.76 -1.05 -0.38 0.090
H 14.01005 13.57720 12.12378 -0.07 -0.71 0.06 0.083
H 13.82473 12.85366 10.72216 -0.06 -0.33 0.17 0.070
C 14.37578 14.82854 21.71731 1.06 0.54 -0.36 -0.066
C 14.99574 13.54739 22.25214 1.02 -0.16 -1.62 -0.442
C 15.70779 13.69813 23.56696 -0.17 0.57 2.24 -0.204
O 16.96170 14.36544 23.44376 0.01 -0.37 -0.43 -0.219
C 17.72594 14.25487 24.62332 0.24 -0.02 0.53 -0.120
N 13.92312 12.55315 22.29610 -0.02 -1.30 0.14 0.044
H 14.29371 14.84540 20.62240 -0.42 -0.64 0.18 0.070
H 15.05848 15.68899 21.82964 -0.57 -0.26 0.76 0.057
H 13.41803 14.87350 22.20124 -0.51 0.84 0.13 0.064
H 15.79112 13.34112 21.49835 -0.32 -0.57 0.51 0.123
H 15.90104 12.77183 24.15071 -0.27 -0.15 -0.86 0.125
H 15.10191 14.29730 24.29639 0.04 -0.20 -0.54 0.140
H 18.62246 14.88130 24.50390 -0.36 -0.19 0.02 0.089
H 18.06403 13.21311 24.87134 -0.39 0.60 -0.49 0.098
H 17.14174 14.61391 25.49247 0.25 -0.02 -0.24 0.091
H 13.81008 12.10652 21.38191 -0.16 0.54 0.06 0.074
H 14.11218 11.73899 22.89708 0.23 0.71 -0.07 0.084
C 11.73682 8.15055 16.49783 0.26 -0.45 -1.73 -0.041
C 11.58369 7.70374 15.02447 -0.13 -1.31 0.09 -0.415
C 10.97620 8.83370 14.21252 0.76 -0.51 -1.06 -0.199
O 10.98393 8.49720 12.79392 -0.57 0.58 1.04 -0.206
C 10.28822 9.49774 12.01926 0.74 -0.98 0.57 -0.072
N 12.84454 7.30378 14.36214 0.28 0.51 0.83 0.032
H 10.76705 8.51477 16.80972 -0.02 0.74 0.16 0.062
H 12.55748 8.87641 16.41915 -0.33 0.04 1.11 0.077
H 11.88255 7.28946 17.14722 0.71 0.09 0.00 0.077
H 10.95499 6.78551 15.05360 -0.37 0.78 -0.36 0.141
H 11.52511 9.77952 14.34235 0.16 -0.21 0.12 0.116
H 9.99133 8.99847 14.57486 -1.24 0.14 0.12 0.111
H 10.73866 9.42860 11.04095 0.21 0.57 -0.29 0.086
H 10.36963 10.45001 12.52973 0.26 0.48 -0.34 0.072
H 9.24132 9.28372 11.89397 -0.62 -0.34 0.23 0.080
H 12.64263 7.15835 13.39013 -0.08 -0.04 -0.49 0.065
H 13.18652 6.42084 14.72173 -0.05 0.02 0.13 0.086
C 13.36545 19.18337 17.10496 1.10 -0.01 0.32 -0.059
C 13.38562 18.93474 18.60994 -0.61 -1.45 0.98 -0.397
C 13.11318 17.44940 19.01492 -0.02 1.29 -1.36 -0.196
O 11.73751 17.11167 18.85064 0.95 0.03 0.14 -0.210
C 11.46917 15.83823 19.44996 -2.83 1.27 -1.73 -0.089
N 14.72568 19.21588 19.17731 -1.57 3.03 -3.21 0.063
H 14.00493 20.04577 16.87471 -0.49 0.15 0.08 0.081
H 12.37734 19.28878 16.69863 -0.47 0.21 -0.10 0.058
H 13.86092 18.37526 16.57348 0.03 -0.40 -0.01 0.059
H 12.53308 19.46684 19.08311 0.66 0.29 -0.04 0.139
H 13.29641 17.35032 20.07321 0.66 -0.20 0.43 0.107
H 13.84129 16.90764 18.35715 -0.74 -0.53 0.69 0.139
H 12.04924 15.12977 18.89868 0.42 -1.04 0.25 0.072
H 10.36863 15.74476 19.18895 1.22 -0.56 0.38 0.092
H 11.50263 15.82038 20.52644 0.72 0.02 0.44 0.079
H 14.71014 20.19841 19.44464 0.50 -0.26 0.00 0.084
H 14.97909 18.69618 19.92864 0.55 -1.91 2.71 -0.019
C 17.10729 17.33518 21.03801 0.26 -0.19 -1.18 -0.052
C 17.91396 16.36703 20.14511 1.10 0.09 0.62 -0.369
C 19.48598 16.40613 20.45509 -1.76 0.54 -0.07 -0.208
O 20.02431 17.57259 19.90079 0.54 1.18 0.88 -0.222
C 21.45232 17.61493 20.14389 -2.44 0.08 -0.88 -0.065
N 17.38317 15.01365 20.30619 -0.23 0.93 0.31 0.059
H 16.03814 17.12301 20.87043 0.46 0.24 0.23 0.050
H 17.33868 18.36135 20.77321 -0.11 0.20 -0.29 0.075
H 17.37421 17.26663 22.07326 -0.04 -0.50 0.75 0.069
H 17.76465 16.66246 19.10377 0.27 0.05 -0.02 0.125
H 20.00516 15.62398 19.95752 0.08 -1.49 -0.56 0.095
H 19.72499 16.27708 21.53911 -0.41 0.38 -0.36 0.130
H 21.77435 18.55158 19.74246 0.51 0.52 0.02 0.088
H 21.79784 16.79701 19.57025 1.28 -0.93 -0.53 0.068
H 21.64623 17.46442 21.17906 0.41 0.13 0.93 0.078
H 17.37611 14.84192 21.30459 0.07 -0.55 0.08 0.041
H 17.99145 14.36891 19.84023 0.25 -0.54 -0.09 0.070
C 20.34209 18.44567 15.15096 -2.11 -1.45 -1.54 -0.033
C 19.39497 17.49207 15.95001 0.92 0.43 -0.28 -0.432
C 18.61154 16.54150 15.05044 -1.47 1.18 1.01 -0.188
O 17.77852 17.27114 14.16382 0.34 -0.37 -0.93 -0.248
C 16.85752 18.14963 14.75876 0.14 -0.60 1.27 -0.079
N 20.07694 16.64935 16.90220 0.20 -1.57 -1.59 0.064
H 21.11605 17.90063 14.60877 -0.06 -0.17 -0.09 0.075
H 20.80910 19.07356 15.82717 0.93 1.50 1.31 0.041
H 19.72523 19.02389 14.41457 0.68 -0.34 0.57 0.092
H 18.73524 18.16138 16.48476 -0.40 -0.16 0.34 0.122
H 17.95652 15.87926 15.69954 0.97 0.46 -0.59 0.127
H 19.30882 15.99926 14.43028 0.10 -0.56 -0.17 0.125
H 17.41139 18.93572 15.27022 -0.36 0.77 -0.57 0.080
H 16.34899 17.65885 15.58496 -0.29 -0.49 0.26 0.083
H 16.07272 18.41998 14.06513 0.36 0.39 -0.46 0.090
H 20.82682 16.17924 16.38255 -0.18 0.10 0.65 0.089
H 20.43291 17.07495 17.70890 0.44 0.97 1.14 0.023
C 15.50241 12.24487 17.79808 0.11 -1.74 0.04 -0.074
C 14.57172 13.26380 17.18685 -1.03 -0.89 -0.70 -0.372
C 15.46261 14.42736 16.67622 -1.23 -0.51 0.73 -0.219
O 14.83672 15.19202 15.64913 1.21 -0.66 -0.88 -0.224
C 15.55632 14.78421 14.37548 -0.38 2.28 2.00 -0.027
N 13.66734 12.69604 16.09070 1.12 0.24 1.90 0.085
H 16.40790 12.06922 17.19028 -0.13 0.54 0.30 0.079
H 15.11762 11.20607 17.86363 -0.54 0.64 -0.14 0.079
H 15.73804 12.48113 18.82897 0.46 0.37 0.13 0.055
H 13.85205 13.62582 17.95546 0.55 -0.03 -0.35 0.117
H 16.36398 13.99930 16.27738 0.62 -0.18 0.03 0.093
H 15.69820 14.95999 17.60328 0.16 0.75 -0.38 0.115
H 16.59584 15.15025 14.52739 -0.86 0.18 -0.79 0.056
H 14.98420 15.28657 13.57366 0.70 -0.51 0.18 0.081
H 15.65905 13.72887 14.38522 -0.58 -1.14 -0.65 0.042
H 14.19374 12.04914 15.51135 0.11 0.27 0.10 0.018
H 13.59453 13.55731 15.59876 -0.80 0.51 -1.37 0.017
```
Forces are in eV/Å.

For the calculated total energy, the calculation gives -95291.9163 eV. The spin multiplicity is 1. The calculation puts the energy above the lowest of the compared OMol25 structures with the same formula, charge and spin at 281.9 kJ/mol. Its HOMO energy is -0.312 Ha. Its lowest unoccupied orbital energy is 0.673 eV. Its gap between HOMO and LUMO is 9.18 eV.

=====

# C5H10N2S

A cluster of 3 separate species, C5H10N2S in total (ωB97M-V/def2-TZVPD, the OMol25 dataset).

```
18
Properties=species:S:1:pos:R:3:forces:R:3:lowdin_charge:R:1
C -2.47438 0.09884 -0.31523 1.63 0.22 -2.17 -0.150
C -1.42159 0.22363 0.91561 0.06 0.60 -4.60 -0.222
C 0.13008 0.17160 0.35909 -3.58 1.33 -1.47 -0.464
C 0.35847 1.47614 -0.43649 2.62 -0.62 3.28 -0.604
C 1.55663 -1.55620 -0.21076 -5.21 -0.18 -2.70 -0.352
H -1.50036 0.81980 -1.15101 -4.51 -2.50 1.48 0.125
H -2.51888 -1.15597 -0.67531 -0.16 4.24 0.80 0.105
H -3.81288 0.77303 -0.27919 4.59 -2.26 0.07 0.164
H -1.55229 -0.55937 1.55908 -0.30 -1.64 2.15 0.053
H -1.58988 1.20348 1.25422 -0.01 1.08 1.32 0.067
H 0.72422 0.12552 1.20176 1.37 0.72 1.93 0.075
H -0.11522 1.81908 -1.27123 -1.76 -0.04 -2.31 -0.018
H 1.56061 -2.57040 -0.73555 0.78 1.23 1.03 0.126
H 3.45967 -1.57345 -0.27815 -2.32 2.24 3.25 0.179
H 2.73605 0.16518 0.01121 -0.42 -4.43 2.01 0.171
N 0.36123 -1.00264 -0.41231 2.55 -2.03 0.53 0.032
N 2.63915 -1.02980 0.43576 4.46 2.19 -4.80 0.004
S 1.45937 2.57153 0.02849 0.24 -0.13 0.21 0.707
```
Forces are in eV/Å.

For the calculated total energy, the calculation gives -19154.9692 eV. The spin multiplicity is 1. The calculation puts the energy above the lowest of the compared OMol25 structures with the same formula, charge and spin at 765.8 kJ/mol. Its HOMO energy is -0.318 Ha. Its lowest unoccupied orbital energy is -0.508 eV. Its gap between HOMO and LUMO is 8.14 eV.